*A*
The molecule C5H7NO. Source: OMol25; level of theory: wB97M-V/def2-TZVPD.

Computed properties:
SMILES ... C[C@H]1C=CNC1=O
LUMO ... 0.95 eV

Structure (ORCA input):
```
! RIJCOSX wB97M-V def2-TZVPD def2/J DEFGRID3
* xyz 0 1
H 0.61 -0.79 -1.50
H 1.38 1.58 -1.31
C 0.32 -1.07 0.65
N -1.72 -0.15 0.37
H 1.25 1.49 0.46
C 0.41 -0.22 -0.59
C -0.89 -0.93 1.19
H 1.14 -1.61 1.11
H -1.22 -1.23 2.18
C 1.44 0.90 -0.45
H -2.71 0.03 0.50
H 2.45 0.49 -0.39
C -1.01 0.37 -0.69
O -1.43 1.15 -1.52
*
```

***

*B*
A structure of composition C5H7NO. Source: OMol25; level of theory: wB97M-V/def2-TZVPD.

Computed properties:
LUMO ... -0.25 eV

Structure (ORCA input):
```
! RIJCOSX wB97M-V def2-TZVPD def2/J DEFGRID3
* xyz 0 1
H 1.28 1.27 -2.22
H 0.04 0.29 1.79
C -0.33 -2.11 0.23
C 0.65 0.64 -1.60
N 0.80 2.10 0.31
O 1.52 2.26 1.32
H 0.22 -0.24 -2.04
H -0.87 -3.05 0.10
C -0.97 -0.95 0.26
C -0.37 0.68 0.86
H -1.29 1.28 0.86
H 0.76 -2.17 0.29
H -2.04 -0.89 0.12
C 0.59 0.88 -0.29
*
```

***

*C*
A cluster of 2 separate species, C5H7NO in total. Source: OMol25; level of theory: wB97M-V/def2-TZVPD.

Computed properties:
SMILES ... CC1=CC=NC1=O.[H][H]
LUMO ... -0.99 eV

Structure (ORCA input):
```
! RIJCOSX wB97M-V def2-TZVPD def2/J DEFGRID3
* xyz 0 1
C 0.58 1.12 1.19
H 0.27 2.07 1.63
O 0.57 -1.81 -0.58
N 2.08 -0.63 0.76
H -2.03 1.27 0.21
H -1.07 -1.43 -3.25
H 2.72 0.93 1.97
H -2.08 -0.51 0.22
C 0.82 -0.85 0.10
C 1.92 0.49 1.37
C -0.12 0.30 0.40
H -0.64 -1.64 -2.67
H -1.51 0.33 -1.22
C -1.51 0.36 -0.12
*
```

***

*D*
A structure of composition C5H7NO. Source: OMol25; level of theory: wB97M-V/def2-TZVPD.

Computed properties:
LUMO ... 0.86 eV

Structure (ORCA input):
```
! RIJCOSX wB97M-V def2-TZVPD def2/J DEFGRID3
* xyz 0 1
C 0.49 1.07 0.38
N -0.58 0.53 1.27
H 0.95 2.04 0.56
H -0.86 -0.81 -1.58
C -1.15 -0.48 -0.58
C -0.24 -0.83 0.61
O 1.87 -0.70 -0.83
C 1.16 -0.28 0.29
C -0.90 0.94 -0.12
H -2.18 -0.77 -0.37
H 1.43 -0.37 -1.62
H 1.81 -0.43 1.16
H -0.37 -1.76 1.16
H -1.52 1.82 -0.32
*
```

***

Most stable structure, least stable structure: *A*, *B*.

***

*A*
The molecule C5H7NO. Source: OMol25; level of theory: wB97M-V/def2-TZVPD.

Computed properties:
SMILES ... [H]/N=C/[C@@]1(C)CC1=O
LUMO ... 0.81 eV

Structure (ORCA input):
```
! RIJCOSX wB97M-V def2-TZVPD def2/J DEFGRID3
* xyz 0 1
C -1.11 -0.80 0.72
C 0.21 0.03 0.17
H 1.57 1.72 0.34
H 2.38 0.15 0.42
H 1.46 0.75 1.81
H 1.23 -0.91 -1.55
C 0.26 -0.53 -1.20
C 1.47 0.68 0.72
H -1.88 1.06 -0.13
N -0.85 -0.69 -1.80
H -0.77 -1.26 -2.63
O -1.71 -1.79 0.99
H -1.15 0.99 1.58
C -1.16 0.61 0.55
*
```

***

*B*
The molecule C5H7NO. Source: OMol25; level of theory: wB97M-V/def2-TZVPD.

Computed properties:
SMILES ... C1[C@H]2C[C@]3(NO3)[C@@H]12
LUMO ... 1.08 eV

Structure (ORCA input):
```
! RIJCOSX wB97M-V def2-TZVPD def2/J DEFGRID3
* xyz 0 1
H 1.23 0.09 -2.51
O 1.15 1.35 -1.17
C -0.79 -0.56 0.76
H -1.62 -1.17 1.17
H 0.82 0.54 1.64
C 0.51 -0.82 0.03
H 0.81 -1.70 -0.39
N 0.46 0.64 -2.23
C -1.11 0.62 -0.07
H -1.08 1.60 0.57
H 0.94 -1.06 2.15
H -2.10 0.54 -0.61
C 0.23 0.36 -0.81
C 0.54 -0.42 1.46
*
```

***

Most stable structure, least stable structure: *A*, *B*.

***

*A*
The ion C5H6NO with charge +1. Source: OMol25; level of theory: wB97M-V/def2-TZVPD.

Computed properties:
SMILES ... C[N+](=O)C=C1C=C1
LUMO ... -5.50 eV

Structure (ORCA input):
```
! RIJCOSX wB97M-V def2-TZVPD def2/J DEFGRID3
* xyz 1 1
C 2.71 0.48 -0.22
H -2.61 0.57 0.99
H 2.68 -1.48 1.19
C 1.36 0.15 -0.03
H 3.29 0.91 -1.05
O -0.63 -1.27 0.87
H -0.23 1.02 -1.36
C -2.35 0.08 0.05
N -0.98 -0.28 0.25
H -3.15 -0.76 -0.17
C 2.37 -0.53 0.65
C -0.03 0.43 -0.39
H -2.43 0.68 -0.79
*
```

***

*B*
The ion C5H6NO with charge +1. Source: OMol25; level of theory: wB97M-V/def2-TZVPD.

Computed properties:
LUMO (spin up / spin down) ... -7.62 / -7.62 eV

Structure (ORCA input):
```
! RIJCOSX wB97M-V def2-TZVPD def2/J DEFGRID3
* xyz 1 1
H 1.91 1.25 0.58
O -3.81 0.24 -0.30
C -1.22 0.64 -0.31
H 2.93 -0.41 -0.44
H 1.37 -0.74 -1.36
H -1.44 1.42 -1.03
H 0.94 -0.02 1.70
C 1.90 -0.77 -0.39
C -2.54 0.08 0.08
C -0.04 0.50 0.13
N -3.09 -0.89 0.66
C 1.26 0.37 0.53
H 1.81 -1.66 0.16
*
```

***

Most stable structure, least stable structure: *A*, *B*.

***

*A*
The ion C5H6NO with charge +1. Source: OMol25; level of theory: wB97M-V/def2-TZVPD.

Computed properties:
SMILES ... C1C2=C3O[C@H]3C[N@@H+]12
LUMO ... -4.73 eV

Structure (ORCA input):
```
! RIJCOSX wB97M-V def2-TZVPD def2/J DEFGRID3
* xyz 1 1
H -1.06 -1.96 -0.28
C -0.36 0.90 0.34
O -1.12 1.52 -1.98
H 0.38 -2.53 -0.49
N 0.47 -0.31 0.09
H 0.51 2.54 -0.92
H 0.00 1.40 1.23
H 1.39 -0.63 0.55
C 0.28 -0.48 -1.43
C -0.11 -1.59 -0.54
C -0.29 1.76 -0.96
C -0.37 0.46 -2.03
H -1.30 0.51 0.52
*
```

***

*B*
A cluster of 2 separate species, C5H6NO in total. Source: OMol25; level of theory: wB97M-V/def2-TZVPD.

Computed properties:
LUMO ... -5.31 eV

Structure (ORCA input):
```
! RIJCOSX wB97M-V def2-TZVPD def2/J DEFGRID3
* xyz 1 1
H -0.03 -1.54 -0.56
H 2.55 -0.25 -0.56
C -3.36 0.11 -0.02
C -0.87 -0.90 -0.33
N 0.71 0.50 0.01
H -4.40 -0.16 -0.01
H 1.91 -0.58 1.07
C -2.50 1.02 0.38
C -1.97 -0.36 -0.10
O 0.46 1.63 -0.22
H -1.90 1.98 0.47
C 1.99 0.16 0.26
H 2.69 1.01 0.41
*
```

***

Most stable structure, least stable structure: *A*, *B*.

***

*A*
The molecule C6H8N4. Source: OMol25; level of theory: wB97M-V/def2-TZVPD.

Computed properties:
SMILES ... [H]/N=C(/N)Nc1ccccn1
LUMO ... 0.78 eV

Structure (ORCA input):
```
! RIJCOSX wB97M-V def2-TZVPD def2/J DEFGRID3
* xyz 0 1
N 1.33 2.12 -0.77
H 1.97 3.00 -0.83
N -0.38 3.55 -0.17
N -0.72 1.16 -0.09
N 0.94 -0.51 -0.06
H -1.73 1.46 -0.13
C -0.38 -0.11 0.00
H 2.33 -2.25 -0.14
C 1.21 -1.77 0.13
H -1.93 -3.15 0.78
H -2.23 -0.66 0.46
H -1.16 3.59 0.15
C 0.07 2.40 -0.40
C 0.33 -2.75 0.34
H 0.75 -3.71 0.57
C -0.92 -2.42 0.49
C -1.33 -1.10 0.30
H 1.85 1.15 -0.63
*
```

***

*B*
A structure of composition C6H8N4. Source: OMol25; level of theory: wB97M-V/def2-TZVPD.

Computed properties:
LUMO ... 0.39 eV

Structure (ORCA input):
```
! RIJCOSX wB97M-V def2-TZVPD def2/J DEFGRID3
* xyz 0 1
C 2.64 0.75 0.23
H -3.42 0.05 -1.66
N -1.80 -0.46 1.30
C 0.31 0.29 -0.39
N -1.05 0.77 -0.46
H -1.15 0.18 2.02
H 1.09 2.47 0.06
C 2.04 -1.37 -0.20
H -0.11 -1.95 -0.78
H 3.32 1.83 0.39
H -1.18 0.78 -1.66
N 3.00 -0.51 0.12
C 1.36 1.23 0.08
H -2.66 -0.56 1.96
N -3.18 -0.24 -0.45
H 2.20 -2.29 -0.06
C 0.63 -1.04 -0.53
C -2.04 0.06 0.01
*
```

***

*C*
The molecule C6H8N4. Source: OMol25; level of theory: wB97M-V/def2-TZVPD.

Computed properties:
LUMO (spin up / spin down) ... -0.69 / -0.55 eV

Structure (ORCA input):
```
! RIJCOSX wB97M-V def2-TZVPD def2/J DEFGRID3
* xyz 0 1
H 0.24 -0.81 -2.76
C -2.83 -0.67 0.09
H 2.46 0.55 0.65
C 1.30 0.25 -1.20
H 2.15 0.14 -1.93
N -1.28 2.44 -0.32
N -3.66 -1.45 -0.10
C 1.66 -0.10 0.27
C -1.70 0.02 0.38
C 0.54 0.17 1.33
N 0.24 -0.74 -1.65
H 0.75 1.18 -1.20
C -1.52 1.38 0.02
H 0.41 1.24 1.56
H 1.90 -1.20 0.43
H -0.82 -1.50 1.16
N -0.71 -0.52 1.04
H 0.88 -0.37 2.23
*
```

***

*D*
The molecule C6H8N4. Source: OMol25; level of theory: wB97M-V/def2-TZVPD.

Computed properties:
SMILES ... NN(N)N1[C@]23C=C[C@]12C=C3
LUMO ... 0.71 eV

Structure (ORCA input):
```
! RIJCOSX wB97M-V def2-TZVPD def2/J DEFGRID3
* xyz 0 1
H -2.79 0.17 -0.70
H -0.66 0.81 2.91
N 0.00 0.46 -2.09
H -0.36 1.47 -2.34
N -0.52 -0.28 0.12
N -2.22 -0.10 -1.57
H 0.24 -1.74 2.91
C 1.70 0.91 0.34
H -0.10 -0.04 -2.91
C 0.22 0.72 0.82
C 1.93 -0.37 0.18
C 0.66 -0.97 0.70
H 2.09 1.96 0.17
N -0.79 -0.25 -1.17
H 2.74 -1.06 0.11
H -2.42 -1.05 -1.84
C 0.31 -0.95 2.16
C -0.04 0.33 2.21
*
```

***

Most stable structure, least stable structure: *A*, *D*.

***

*A*
The molecule C3H7NOS2. Source: OMol25; level of theory: wB97M-V/def2-TZVPD.

Computed properties:
SMILES ... N[C@@H](C=O)CSS
LUMO ... 0.41 eV

Structure (ORCA input):
```
! RIJCOSX wB97M-V def2-TZVPD def2/J DEFGRID3
* xyz 0 1
S 1.71 -0.18 -0.56
C -0.73 -0.67 0.67
C 0.04 -0.79 -0.62
H -0.57 0.26 2.61
H -0.47 -0.26 -1.56
H -0.74 -1.51 1.30
H -0.77 1.22 1.30
C -2.16 -0.85 0.14
N -0.50 0.36 1.61
O -2.88 -1.80 0.38
S 1.30 1.79 -0.44
H -2.71 -0.03 -0.50
H 0.70 2.12 -1.65
H 0.12 -1.82 -1.03
*
```

***

*B*
The molecule C3H7NOS2. Source: OMol25; level of theory: wB97M-V/def2-TZVPD.

Computed properties:
SMILES ... COCSNC=S
LUMO ... 0.20 eV

Structure (ORCA input):
```
! RIJCOSX wB97M-V def2-TZVPD def2/J DEFGRID3
* xyz 0 1
O -1.27 -0.61 0.35
S 3.63 -0.60 -0.48
H -3.43 -0.54 0.63
H 3.37 0.82 1.51
H -0.62 -0.91 -1.55
H 0.58 -1.02 -0.19
C -0.28 -0.55 -0.57
C 2.81 0.31 0.56
H 1.19 1.39 1.26
H -2.64 0.86 0.00
N 1.49 0.78 0.52
S 0.45 1.04 -0.87
C -2.57 -0.30 -0.04
H -2.73 -0.66 -1.13
*
```

***

Most stable structure, least stable structure: *A*, *B*.

***

*A*
The molecule C3H7NOS2. Source: OMol25; level of theory: wB97M-V/def2-TZVPD.

Computed properties:
SMILES ... COCSC(N)=S
LUMO ... 0.58 eV

Structure (ORCA input):
```
! RIJCOSX wB97M-V def2-TZVPD def2/J DEFGRID3
* xyz 0 1
S 2.27 -2.81 -1.63
N 0.07 -1.34 -1.44
H -0.28 -1.88 -2.21
H -2.02 0.99 0.98
O -0.13 1.06 0.08
H 0.77 0.67 1.89
H -1.65 2.39 -0.09
H -0.95 2.29 1.54
H -0.33 -0.40 -1.25
C -1.24 1.72 0.66
H -0.25 -0.65 1.25
C 0.46 0.15 0.97
S 1.95 -0.58 0.27
C 1.32 -1.61 -1.02
*
```

***

*B*
The molecule C3H7NOS2. Source: OMol25; level of theory: wB97M-V/def2-TZVPD.

Computed properties:
SMILES ... N[C@H](C=O)CSS
LUMO ... 0.21 eV

Structure (ORCA input):
```
! RIJCOSX wB97M-V def2-TZVPD def2/J DEFGRID3
* xyz 0 1
H 0.14 -1.82 1.38
S -3.36 1.08 -1.13
H -2.77 2.25 -1.37
C 0.82 -0.37 0.01
H -0.94 0.35 0.91
H -0.47 1.48 -0.63
C -0.50 0.36 -0.17
S -1.78 -0.25 -1.30
H 1.26 -0.41 -1.01
C 1.92 0.28 0.89
H 2.76 -0.22 0.66
N 0.71 -1.68 0.55
O 1.79 1.36 1.46
H 0.44 -2.40 -0.23
*
```

***

Most stable structure, least stable structure: *A*, *B*.

***

*A*
A cluster of 2 separate species, C6H13NS in total. Source: OMol25; level of theory: wB97M-V/def2-TZVPD.

Computed properties:
SMILES ... CC(C)=C(C)C.N=S
LUMO ... -0.33 eV

Structure (ORCA input):
```
! RIJCOSX wB97M-V def2-TZVPD def2/J DEFGRID3
* xyz 0 1
H 1.54 -2.13 -0.75
C 0.48 -1.89 -0.83
C 0.02 1.61 0.82
C 0.15 -0.77 0.12
H 1.73 1.39 -1.53
H -1.13 -1.70 1.56
C 0.32 0.54 -0.18
H -0.09 -2.78 -0.56
H 0.26 -1.64 -1.86
N -2.91 0.65 0.42
H 0.12 2.60 0.38
H -1.02 1.49 1.17
C 0.70 1.04 -1.54
H -3.07 1.58 0.00
H 0.66 1.55 1.70
H 0.61 0.27 -2.30
H 0.06 1.87 -1.83
H 0.58 -2.02 1.78
H -0.10 -0.46 2.25
S -2.37 -0.40 -0.59
C -0.14 -1.25 1.51
*
```

***

*B*
A cluster of 2 separate species, C6H13NS in total. Source: OMol25; level of theory: wB97M-V/def2-TZVPD.

Computed properties:
LUMO (spin up / spin down) ... 0.56 / 0.79 eV

Structure (ORCA input):
```
! RIJCOSX wB97M-V def2-TZVPD def2/J DEFGRID3
* xyz 0 1
S 0.68 -0.11 3.68
H 0.19 1.88 -2.56
H -0.07 -2.22 0.61
H 1.50 -2.54 1.60
H -1.23 1.42 0.71
H -0.17 -0.06 -3.05
H -0.10 2.75 -0.88
H -1.50 -0.36 0.65
H -2.40 0.92 -0.38
H 1.46 1.67 -1.10
H 2.19 -0.10 0.97
C -0.30 -0.53 -2.05
H -1.23 -1.24 -2.10
C 0.79 -1.82 1.18
C 0.32 1.87 -1.46
C -0.43 0.56 -1.06
H -0.53 -0.36 3.97
N 0.48 -0.62 2.06
C 1.23 -0.46 0.97
H 0.58 -1.25 -1.82
C -1.44 0.58 0.05
*
```

***

Most stable structure, least stable structure: *A*, *B*.